Run i
DFT (the ωB97M-V functional and the def2-TZVPD basis) results for 3 unconnected molecules or ions with the total composition C4H13NO3.

Results
<S²> ... 0.762
Spin multiplicity ... 2
Frontier orbital gap (alpha / beta) ... 10.13 / 5.72 eV
Total charge ... +1

CARTESIAN COORDINATES (ANGSTROEM)
H: -0.419 -1.223 -1.554
C: 0.417 -0.895 0.550
H: 2.300 1.135 1.125
O: -0.814 2.608 -2.477
H: -2.410 1.417 2.578
H: 1.212 -1.158 1.234
C: 0.498 -1.596 -0.799
C: 0.320 -3.148 -0.578
O: -0.375 1.383 -0.111
H: -1.699 2.389 -2.219
N: 1.471 1.464 0.845
H: -0.324 -3.305 0.349
C: 0.502 0.593 0.318
H: 1.087 2.376 1.079
H: -0.349 -3.550 -1.324
H: -0.638 3.423 -1.912
H: -1.445 2.107 1.419
H: -0.568 -1.172 0.936
H: 1.517 -1.319 -1.400
H: 1.263 -3.569 -0.521
O: -1.548 2.041 2.465

Atomic partial charges in e from the Mulliken method, atoms 1 to 5: atom 1 (H): 0.271, atom 2 (C): -0.516, atom 3 (H): 0.195, atom 4 (O): -0.608, atom 5 (H): 0.353

Run ii
DFT (the ωB97M-V functional and the def2-TZVPD basis) results for 3 unconnected molecules or ions with the total composition C4H13NO3.

Results
<S²> ... 0.774
Spin multiplicity ... 2
Frontier orbital gap (alpha / beta) ... 12.29 / 6.54 eV
Total charge ... +1

CARTESIAN COORDINATES (ANGSTROEM)
O: -1.246 -0.892 2.407
H: -0.803 -1.123 -0.051
C: 2.097 1.348 0.249
H: -2.063 -0.279 -2.888
H: 1.642 -1.058 2.818
H: -0.386 1.754 -1.653
H: -1.388 -0.163 1.779
N: 1.248 0.604 -0.550
H: -1.516 -2.005 -2.248
H: -1.097 -0.406 3.229
H: 1.721 -0.316 -0.871
H: 0.644 -0.464 2.016
C: -0.169 0.981 -0.756
C: -1.035 -0.229 -0.880
H: 3.101 0.722 0.356
C: -1.259 -0.932 -2.247
H: -2.150 0.094 -0.795
H: -0.358 -0.802 -2.768
O: 1.576 -0.650 1.922
O: 1.832 2.422 0.724
H: -0.389 1.396 0.208

Atomic partial charges in e from the Mulliken method, atoms 1 to 5: atom 1 (O): -0.673, atom 2 (H): 0.291, atom 3 (C): 0.188, atom 4 (H): 0.295, atom 5 (H): 0.326

How do the energies compare? Relative to the most stable structure, in hartree: run i 0.0086; run ii 0.0000.

Run i
DFT (the ωB97M-V functional and the def2-TZVPD basis) results for 2 unconnected molecules or ions with the total composition C2H6FNS.

Results
Frontier orbital gap (alpha / beta) ... 8.17 / 8.26 eV
Total charge ... 0

CARTESIAN COORDINATES (ANGSTROEM)
C: -0.122 0.304 1.024
H: 2.555 -0.382 0.785
F: 2.223 0.857 -0.863
H: -2.480 -0.956 -1.226
H: 0.005 -0.615 1.620
H: 1.878 -1.076 -0.818
N: -2.414 -0.161 -0.569
S: -0.857 0.649 -0.601
C: 1.990 -0.253 -0.169
H: 0.453 1.164 1.392
H: -3.233 0.469 -0.575

Atomic partial charges in e from the Mulliken method, atoms 1 to 5: atom 1 (C): -0.741, atom 2 (H): 0.292, atom 3 (F): -0.211, atom 4 (H): 0.238, atom 5 (H): 0.391

Run ii
DFT (the ωB97M-V functional and the def2-TZVPD basis) results for 2 unconnected molecules or ions with the total composition C2H6FNS.

Results
Frontier orbital gap (alpha / beta) ... 9.25 / 8.37 eV
Total charge ... 0

CARTESIAN COORDINATES (ANGSTROEM)
H: 2.296 1.715 -0.036
C: 0.370 -0.320 0.372
H: 0.669 -1.321 0.116
N: -1.838 -0.773 0.891
S: 1.991 1.099 -1.178
F: -2.268 -1.326 -0.294
H: -0.191 0.252 -1.608
H: 0.606 0.023 1.363
H: -1.625 -1.585 1.483
H: -0.260 1.576 -0.408
C: 0.249 0.660 -0.702

Atomic partial charges in e from the Mulliken method, atoms 1 to 5: atom 1 (H): 0.127, atom 2 (C): -0.529, atom 3 (H): 0.318, atom 4 (N): -0.304, atom 5 (S): -0.200

How do the energies compare? Relative to the most stable structure, in hartree: run i 0.0000; run ii 0.0148.

Run i
DFT (the ωB97M-V functional and the def2-TZVPD basis) results for 8 unconnected molecules or ions with the total composition C29H81N7O8.

Results
Structure (SMILES) ... COC[C@H](C)N.COC[C@H](C)N.COC[C@H](C)N.COC[C@H](C)N.COC[C@H](C)N.COC[C@H](C)N.COC[C@H](C)N.CO
Frontier orbital gap ... 9.46 eV
Total charge ... 0

CARTESIAN COORDINATES (ANGSTROEM)
H: -15.068 -14.677 11.476
H: -13.462 -19.799 8.106
H: -6.794 -14.953 14.246
C: -6.084 -15.058 12.324
H: -14.633 -14.256 9.830
C: -12.093 -18.847 14.096
H: -5.263 -14.081 14.222
C: -6.630 -12.522 5.987
C: -12.350 -14.246 11.531
H: -11.842 -14.480 7.601
C: -5.689 -14.237 11.127
N: -8.021 -20.151 8.724
O: -8.372 -14.662 8.116
H: -12.910 -13.880 12.404
H: -8.118 -11.372 7.761
H: -11.846 -11.017 7.325
H: -6.816 -19.003 6.321
H: -4.948 -15.474 8.223
C: -8.692 -17.747 13.085
H: -12.113 -11.275 5.539
H: -10.449 -12.696 11.366
H: -12.894 -13.355 7.028
C: -9.409 -14.859 9.087
H: -10.528 -14.560 5.266
H: -4.312 -14.037 8.828
H: -12.179 -16.662 12.220
H: -12.330 -20.037 10.172
H: -5.387 -12.333 7.806
H: -12.656 -19.148 13.233
H: -9.695 -19.587 12.848
H: -3.578 -11.683 6.378
C: -8.859 -17.309 11.598
H: -9.624 -8.793 5.033
C: -10.553 -9.446 5.210
H: -8.838 -16.846 13.704
H: -12.589 -21.553 6.992
N: -11.988 -13.482 7.370
H: -7.459 -11.879 5.604
H: -6.627 -17.698 13.074
O: -10.232 -10.516 6.084
C: -7.635 -18.452 6.868
H: -4.705 -13.836 11.359
C: -10.642 -13.458 5.137
H: -11.407 -8.889 5.574
C: -7.709 -18.784 8.387
H: -12.293 -20.045 6.065
H: -9.152 -13.700 11.867
O: -5.561 -15.206 10.084
H: -6.747 -17.398 4.883
H: -5.567 -10.008 8.093
C: -6.253 -11.788 7.246
H: -6.699 -13.310 13.546
H: -12.301 -13.445 10.852
H: -7.285 -18.630 14.213
H: -10.252 -13.082 13.038
H: -8.073 -16.604 11.298
C: -6.369 -18.456 9.084
H: -10.680 -18.290 8.338
C: -11.375 -11.330 6.375
H: -10.097 -15.642 8.762
H: -12.229 -17.723 8.958
H: -9.218 -21.521 5.583
H: -13.727 -16.442 12.563
N: -7.299 -11.731 8.216
H: -5.582 -19.057 8.634
C: -11.971 -20.640 6.980
H: -9.749 -16.769 11.473
O: -10.997 -14.594 11.813
O: -7.436 -17.021 6.741
H: -15.046 -15.838 10.125
H: -11.459 -13.261 4.424
H: -9.405 -19.128 14.476
N: -13.076 -16.674 11.806
H: -7.021 -13.470 6.281
C: -13.072 -15.449 10.900
H: -7.078 -15.522 12.194
H: -7.296 -20.865 8.688
H: -6.055 -17.407 8.910
H: -6.430 -13.433 10.850
H: -9.764 -13.006 4.793
H: -4.325 -15.627 12.987
H: -11.169 -20.943 9.406
C: -10.199 -13.505 12.045
C: -10.946 -12.781 6.532
C: -3.559 -10.527 6.373
C: -5.192 -14.659 8.823
H: -8.550 -18.774 6.416
H: -8.765 -18.223 10.980
H: -10.931 -9.795 4.219
N: -12.160 -20.636 9.369
H: -8.459 -18.125 8.760
H: -9.036 -15.077 10.134
H: -9.965 -13.914 9.166
O: -11.039 -17.987 13.704
H: -4.782 -16.557 11.704
H: -11.786 -19.730 14.687
C: -10.207 -21.802 6.016
H: -5.992 -14.062 8.478
H: -12.597 -15.621 9.929
H: -10.935 -21.802 5.185
H: -8.352 -16.682 5.013
C: -11.813 -18.313 8.178
H: -8.165 -15.526 7.811
H: -10.163 -22.841 6.458
H: -12.787 -18.199 14.573
C: -7.346 -16.696 5.413
N: -7.391 -18.346 13.214
C: -12.365 -19.799 8.182
H: -5.823 -12.684 5.272
H: -3.270 -10.266 7.392
O: -4.833 -10.027 6.026
H: -8.794 -20.593 8.217
N: -5.146 -16.133 12.562
C: -6.161 -14.293 13.668
H: -11.997 -17.833 7.234
C: -9.785 -18.720 13.528
H: -7.530 -12.723 8.475
H: -6.751 -9.757 6.692
O: -10.623 -20.817 6.883
C: -5.837 -10.311 7.032
H: -6.955 -15.747 5.278
H: -6.465 -18.629 10.157
C: -14.495 -15.044 10.620
H: -2.810 -10.099 5.650
H: -9.989 -12.744 7.078

Atomic partial charges in e from the Mulliken method, atoms 1 to 5: atom 1 (H): 0.417, atom 2 (H): 0.352, atom 3 (H): 0.404, atom 4 (C): 3.260, atom 5 (H): 0.337

Run ii
DFT (the ωB97M-V functional and the def2-TZVPD basis) results for 8 unconnected molecules or ions with the total composition C29H81N7O8.

Results
Structure (SMILES) ... COC[C@H](C)N.COC[C@H](C)N.COC[C@H](C)N.COC[C@H](C)N.COC[C@H](C)N.COC[C@H](C)N.COC[C@H](C)N.CO
Frontier orbital gap ... 8.92 eV
Total charge ... 0

CARTESIAN COORDINATES (ANGSTROEM)
C: 5.195 5.198 -2.885
H: 6.460 3.498 -3.521
C: -4.088 3.493 1.995
C: -1.101 0.857 -1.517
H: 1.744 -4.619 0.269
H: 2.075 -1.195 1.641
H: -3.671 -6.064 3.551
C: -1.448 -1.061 0.139
H: 0.552 -3.484 2.695
N: 5.241 6.614 -2.896
C: 2.430 1.735 2.940
C: 2.786 -2.952 -0.885
C: 4.466 2.873 -0.042
C: 5.046 4.691 -1.408
H: -5.497 -2.996 3.528
C: 0.928 1.712 -2.495
C: -1.544 -7.206 4.313
C: 1.855 -3.534 0.256
N: -0.339 0.989 0.670
H: -5.901 2.418 -0.734
H: -6.664 2.899 2.368
H: -1.755 0.194 -5.551
C: -5.142 2.724 1.244
C: -0.511 0.046 -0.381
O: 2.304 -3.119 1.536
H: -3.483 -2.640 2.949
H: 0.999 0.733 -2.968
H: 7.318 4.912 -2.930
H: -1.218 0.215 -2.391
H: -0.853 3.763 -3.984
H: -5.181 1.680 1.555
H: -2.686 2.495 -6.046
H: 3.834 3.482 0.605
C: 1.218 -0.328 3.822
H: -3.859 -2.385 1.254
H: 1.690 -4.825 2.669
H: 0.563 -1.486 6.113
H: 1.063 -2.464 -2.243
H: -1.585 4.586 2.492
N: -2.957 -5.355 3.638
H: 5.887 6.957 -2.200
H: -0.518 -5.678 -0.881
O: 4.539 3.410 -1.344
H: 4.307 -4.091 -0.211
H: -1.743 -6.946 5.353
H: -3.358 2.968 -3.975
C: 6.444 4.587 -3.494
H: 0.875 -3.138 -0.011
H: 2.594 2.087 3.958
C: -1.719 -6.023 3.342
H: 0.494 -0.321 -0.588
H: -1.643 -1.892 -0.539
H: 2.112 -3.410 3.563
H: 1.364 0.850 -6.736
H: -2.400 -0.736 0.559
N: 3.896 -3.849 -1.101
H: -0.869 -1.507 0.947
H: 0.642 0.541 -8.304
C: -1.970 2.357 -5.236
H: 1.780 -4.083 -2.472
H: -4.129 4.500 1.579
H: -4.392 3.563 3.039
C: 1.993 -3.030 -2.288
H: 3.260 2.082 2.324
H: 0.310 -0.628 -7.025
H: -1.235 1.241 1.062
C: -1.097 3.571 -5.029
H: -0.826 2.984 2.657
O: -0.680 1.165 -6.907
H: -4.219 2.063 -0.581
H: 6.484 4.917 -4.532
C: 0.515 -0.401 6.201
H: -2.543 -6.708 1.417
H: 4.356 7.010 -2.611
H: 3.081 -1.924 -0.676
H: -2.116 3.527 3.762
H: 1.562 2.257 2.537
H: 4.051 1.876 -0.191
H: -0.244 0.845 -4.963
H: 3.216 -0.222 3.433
O: -5.313 -3.121 2.594
H: -0.170 3.520 -5.601
H: 0.261 -0.025 3.399
H: 4.337 5.283 -0.828
C: -4.262 -2.306 2.264
H: -7.126 2.953 0.827
C: -1.761 3.538 2.732
H: -2.184 -5.804 -0.644
C: -4.983 2.772 -0.264
H: 1.183 -1.416 3.879
N: 2.234 -0.199 1.598
C: 1.611 -3.738 2.652
C: -1.608 -6.372 1.866
H: 4.639 -3.433 -1.644
H: -4.768 3.713 -0.771
O: 1.148 0.303 5.106
C: 0.489 0.427 -7.230
H: -3.169 -4.732 2.871
C: -1.116 1.077 -5.574
H: 0.860 -0.049 7.174
N: -6.449 3.325 1.478
C: -1.329 -5.208 -0.326
H: -0.929 -5.297 3.535
H: 1.638 1.654 -1.670
N: -2.771 2.149 -4.031
C: 2.334 0.204 2.954
H: -0.522 -0.111 6.032
H: -2.057 1.330 -1.290
H: -2.120 -8.073 3.989
O: -0.334 1.976 -1.870
O: -1.163 -5.207 1.108
H: -4.376 -1.256 2.532
H: 1.401 0.220 1.211
H: -0.511 -7.548 4.270
H: -2.202 2.339 -3.218
H: -0.917 -7.191 1.666
O: -2.752 2.933 1.885
H: -1.545 4.548 -5.206
H: 2.549 -2.704 -3.167
H: -1.424 -4.199 -0.728
H: 6.004 4.711 -0.889
H: 1.108 2.547 -3.172
H: 4.265 5.002 -3.419
H: 0.033 1.819 0.231
H: 5.418 2.783 0.482

Atomic partial charges in e from the Mulliken method, atoms 1 to 5: atom 1 (C): 0.543, atom 2 (H): 0.323, atom 3 (C): -0.946, atom 4 (C): -0.477, atom 5 (H): 0.782

How do the energies compare? Relative to the most stable structure, in hartree: run i 0.0000; run ii 0.0248.